Computed, not measured: C16H19N4O2RhS2 as an isolated structure, with wB97M-V/def2-TZVPD.

Last column: natural (NBO) charge in e.
Cartesian coordinates (Å):
Rh 0.90394 -0.91407 0.66621  1.047
C 1.65694 -2.80835 2.47348  -0.118
C 0.26557 -2.89874 2.25202  -0.258
C -0.55487 -1.80867 2.52066  -0.122
C 0.03014 -0.57333 2.84171  -0.269
C 1.42815 -0.48391 3.02883  -0.179
C 2.23341 -1.62058 2.90331  -0.256
H 2.26902 -3.69243 2.33918  0.249
H -0.16696 -3.83874 1.93634  0.271
H -1.62821 -1.88112 2.41809  0.274
H -0.59018 0.29197 3.03238  0.279
H 1.86472 0.45575 3.34129  0.271
H 3.29256 -1.55929 3.11262  0.265
O -2.63227 2.01428 -2.13922  -0.652
C -3.34472 0.91370 -1.81745  0.447
C -4.67384 0.77061 -2.20631  -0.311
C -5.38078 -0.36850 -1.88248  -0.120
C -4.77920 -1.39992 -1.16405  -0.243
C -3.46739 -1.26593 -0.77634  -0.133
C -2.72801 -0.11178 -1.08235  -0.258
C -1.35071 -0.01675 -0.61050  0.565
O -0.85167 -1.14354 -0.09136  -0.611
N -0.62403 1.05914 -0.66597  -0.367
N 0.63964 0.85950 -0.11988  -0.321
C 1.50959 1.80438 -0.36739  -0.100
S 3.08483 1.83430 0.36378  0.316
C 3.69476 3.20112 -0.67184  -0.512
C 2.52727 4.12994 -0.93252  -0.549
S 1.06959 3.13648 -1.36714  0.465
H -3.18954 2.61376 -2.64793  0.496
H -5.14618 1.56511 -2.77335  0.229
H -6.41250 -0.45691 -2.19594  0.239
H -5.33511 -2.29319 -0.91805  0.237
H -2.98404 -2.06122 -0.22640  0.219
H 4.10514 2.79382 -1.59380  0.239
H 4.48801 3.69524 -0.11297  0.269
H 2.73209 4.79078 -1.77367  0.271
H 2.28394 4.73160 -0.05859  0.247
N 1.86765 -1.49905 -0.99707  -0.513
N 3.09220 -1.44934 -0.25223  -0.662
H 1.70941 -2.39775 -1.44895  0.424
H 1.84517 -0.75427 -1.69121  0.424
H 3.87868 -0.98938 -0.69944  0.416
H 3.36777 -2.37473 0.05450  0.397

Forces on the atoms, in the same order (eV/Å):
-0.9 -1.0 0.3
-0.1 -0.1 -0.1
0.2 -0.1 -0.1
0.1 0.3 0.2
0.0 0.0 0.1
0.1 0.0 0.2
0.1 0.3 0.1
0.0 0.0 0.0
0.0 0.0 0.0
0.0 0.0 -0.1
0.0 0.0 -0.1
0.0 0.0 0.0
0.0 0.0 0.0
0.0 -0.1 0.0
0.1 0.0 0.0
0.0 0.0 0.0
0.0 0.0 0.0
0.0 0.0 0.0
0.0 0.0 0.0
0.0 0.1 0.0
0.4 0.3 0.0
-0.1 0.0 -0.1
-0.4 -0.4 0.0
0.4 0.3 -0.4
-0.4 0.0 0.3
0.1 -0.1 0.0
0.0 0.0 0.0
0.0 0.0 0.0
-0.1 0.0 0.0
0.0 0.1 0.0
0.0 0.0 0.0
0.0 0.0 0.0
0.0 0.0 0.0
0.0 0.0 0.0
0.0 0.0 0.0
0.0 0.0 0.0
0.0 0.0 0.0
0.0 0.0 0.0
0.7 0.5 0.3
0.3 -0.3 0.2
-0.2 0.0 0.0
0.0 -0.1 -0.2
-0.2 0.1 -0.3
0.0 -0.1 -0.2

Summary:
Lowest unoccupied orbital energy: -7.6 eV
Kohn-Sham gap: 5.898 eV
Relative energy (zero: lowest compared OMol25 entry of this formula, charge and spin): 0.159 eV
Charge: +2


Computed, not measured: the molecule C4H6Cl2Si, with wB97M-V/def2-TZVPD.

Last column: natural (NBO) charge in e.
Cartesian coordinates (Å):
C -1.06296 -0.41382 -0.14674  -0.176
C -1.11710 -0.33057 1.17633  -0.256
C 0.21797 0.19569 1.68531  -0.867
C 0.87234 0.16848 -1.61985  -0.740
Si 1.42858 -0.00397 0.15927  1.442
Cl 2.12028 -1.91862 0.29669  -0.375
Cl 2.98322 1.30057 0.40685  -0.378
H -1.78833 -0.70080 -0.88007  0.190
H -1.93567 -0.54792 1.83934  0.238
H 0.56689 -0.32250 2.57983  0.243
H 0.11136 1.24753 1.96488  0.239
H 0.39976 1.05586 -2.00196  0.216
H 0.70621 -0.71619 -2.21316  0.223

Forces on the atoms, in the same order (eV/Å):
0.3 0.0 -1.0
2.5 0.7 -1.7
0.3 0.3 -0.1
-2.4 -0.8 3.1
-1.2 0.0 0.1
0.2 -0.4 0.0
0.3 0.3 0.2
-0.3 -0.1 -0.2
-0.4 -0.2 -0.1
0.2 -0.1 -0.1
0.1 0.1 0.0
0.1 0.4 -0.1
0.3 -0.2 -0.2

Summary:
Lowest unoccupied orbital energy (alpha / beta): -0.6 / -0.7 eV
Kohn-Sham gap (alpha / beta): 8.693 / 8.689 eV
Relative energy (zero: lowest compared OMol25 entry of this formula, charge and spin): 3.736 eV


Computed, not measured: C39H35ClN2Si2Tl as an isolated structure, with wB97M-V/def2-TZVPD.

Last column: Mulliken charge in e.
Cartesian coordinates (Å):
C 0.28501 2.24422 3.98413  -0.271
C 0.31766 0.85104 3.66110  -1.000
C 1.35298 0.64801 2.70147  -0.155
H -0.29248 0.07698 4.12863  0.453
C 1.94337 1.90479 2.41605  -0.476
C 1.27936 2.89831 3.20760  -0.616
H 1.57996 3.94387 3.30323  0.537
H -0.29888 2.70463 4.77800  0.509
H 1.70423 -0.31091 2.32990  0.640
H 2.79684 2.08545 1.75650  0.476
Tl -1.14888 2.03061 0.84529  0.965
Si 0.04034 -0.73816 -1.49869  -0.669
C -0.95892 -1.76829 -0.20708  1.315
C -2.23785 -2.27408 -0.49021  -0.570
H -2.70825 -2.08198 -1.45430  0.318
C -2.92943 -3.12766 0.37916  -0.715
H -3.91499 -3.51430 0.07826  0.455
C -2.31293 -3.47093 1.60291  -0.673
H -2.84077 -4.12138 2.30502  0.416
C -1.04209 -2.96051 1.91627  -0.734
H -0.56552 -3.19516 2.87388  0.448
C -0.36146 -2.12728 1.01496  0.057
H 0.64953 -1.79560 1.27695  0.138
C 1.79443 -0.71707 -0.90588  1.544
C 2.48522 -1.90160 -0.62215  0.057
H 1.98769 -2.86808 -0.71133  0.167
C 3.84022 -1.83859 -0.23486  -0.838
H 4.36100 -2.77831 -0.02273  0.430
C 4.47323 -0.58912 -0.14144  -0.689
H 5.52332 -0.53846 0.16128  0.442
C 3.80449 0.59325 -0.46413  -0.873
H 4.29393 1.57407 -0.42769  0.534
C 2.46070 0.52355 -0.84806  -0.430
H 1.91521 1.42928 -1.10696  0.433
H -0.51157 0.61781 -1.42824  -0.555
Si -0.40628 -1.52009 -3.63385  0.548
C 1.51812 -1.86780 -4.14497  0.285
C 2.08335 -3.12838 -4.42750  -0.088
H 1.45983 -4.02450 -4.47065  0.415
C 3.45746 -3.30122 -4.64835  -0.772
H 3.87605 -4.30103 -4.80217  0.399
C 4.30131 -2.18784 -4.61396  -0.461
H 5.36529 -2.29361 -4.77405  0.398
C 3.77218 -0.93150 -4.31471  -0.582
H 4.41935 -0.06034 -4.22115  0.398
C 2.41415 -0.77767 -4.08717  -0.292
H 2.04386 0.20509 -3.79191  0.306
C -0.94466 -3.33739 -3.63468  0.631
C -0.35163 -4.21346 -2.73451  0.152
H 0.55363 -3.90612 -2.21051  0.327
C -0.91652 -5.46361 -2.49400  -0.884
H -0.48812 -6.10795 -1.74607  0.442
C -2.05321 -5.84658 -3.22025  -0.578
H -2.52528 -6.80030 -3.01870  0.385
C -2.60351 -4.99955 -4.17246  -0.606
H -3.51112 -5.26551 -4.71340  0.401
C -2.03013 -3.75971 -4.40389  -0.743
H -2.49909 -3.09135 -5.12043  0.394
H -0.10729 0.08962 -2.98943  -0.270
Cl -2.43330 -0.84124 -4.02375  -0.359
C -4.03938 2.47384 4.80616  -0.850
C -4.19031 3.84169 5.05777  -0.477
C -3.46756 4.74467 4.29159  -0.645
C -2.59806 4.28261 3.28719  0.457
N -2.54393 2.96180 2.99772  0.047
C -3.19367 2.07866 3.76166  -0.160
C -1.66584 5.18313 2.54853  0.530
C -1.62470 6.57441 2.76981  -0.764
C -0.62508 7.33714 2.16425  -0.468
C 0.31077 6.69962 1.35680  -0.783
C 0.19106 5.32468 1.14777  -0.219
N -0.80502 4.60523 1.68880  0.089
H -4.55459 1.72743 5.39198  0.431
H -4.85465 4.20821 5.83800  0.437
H -3.53918 5.81453 4.46522  0.332
H -3.02746 1.02797 3.51699  0.474
H -2.36060 7.02449 3.41263  0.392
H -0.59540 8.40716 2.33600  0.439
H 1.12379 7.24808 0.88127  0.412
H 0.90066 4.75830 0.53556  0.410

Forces on the atoms, in the same order (eV/Å):
-0.6 -2.8 0.4
-0.6 1.2 0.6
-0.5 -0.1 0.7
0.3 0.3 -0.2
-0.3 2.8 0.6
2.6 -1.0 -2.0
-0.2 -0.4 -0.2
0.0 -0.2 -0.3
-0.1 0.3 0.0
-0.4 -0.1 0.3
0.1 0.1 0.5
-0.8 -0.6 2.0
0.1 -0.2 0.0
-0.3 -0.4 -0.1
0.2 0.2 0.1
0.7 0.2 0.4
0.6 0.2 0.3
-0.2 0.3 -0.4
0.3 0.2 -0.2
-0.3 0.1 -0.1
-0.2 -0.1 -0.4
-0.3 -0.2 0.1
-0.5 -0.1 -0.2
0.3 0.5 -0.5
0.9 0.4 0.2
0.1 0.2 0.1
-0.8 0.1 -0.2
0.0 0.5 0.0
0.3 -0.2 0.0
-0.4 -0.1 -0.1
-0.5 -0.1 -0.1
0.0 -0.5 0.0
0.3 -0.6 0.3
0.1 -0.1 0.0
-0.2 0.6 0.6
1.2 -1.8 -0.7
-0.4 1.2 -0.1
-0.3 -0.3 -0.2
0.1 0.4 0.0
-0.1 0.5 0.2
-0.3 0.4 -0.1
-0.4 0.0 0.2
0.0 -0.1 0.0
0.1 0.0 0.0
0.0 -0.2 -0.1
-0.4 -0.3 0.1
0.0 -0.1 -0.2
-0.2 0.5 -0.2
-0.2 -0.3 0.2
-0.3 -0.1 0.1
-0.3 0.3 -0.7
0.1 -0.2 0.1
0.2 0.0 0.5
0.0 0.0 0.0
0.0 -0.1 -0.2
0.3 -0.1 0.1
-0.3 -0.1 0.4
0.1 -0.2 0.1
0.3 -0.6 -1.4
1.1 0.9 -0.1
0.4 0.2 -0.3
0.1 -0.4 -0.3
0.6 0.2 -0.4
-0.8 -0.8 0.3
0.3 0.4 0.3
-0.4 0.7 0.1
0.4 0.7 -0.6
0.3 -0.7 -0.3
-0.4 -0.5 0.1
0.3 -0.2 -0.2
-0.7 0.2 0.2
0.3 0.1 0.3
0.0 0.0 0.0
0.1 -0.2 -0.2
-0.1 -0.3 0.2
-0.2 0.2 0.1
0.0 0.2 0.1
0.1 -0.1 -0.1
-0.2 -0.1 0.2
-0.2 0.3 0.1

Summary:
Lowest unoccupied orbital energy (alpha / beta): -3.7 / -4.7 eV
Kohn-Sham gap (alpha / beta): 7.076 / 4.842 eV
Relative energy (zero: lowest compared OMol25 entry of this formula, charge and spin): 1.093 eV
Charge: +1


Computed, not measured: the molecule C5H9NO2, with wB97M-V/def2-TZVPD.

Last column: natural (NBO) charge in e.
Cartesian coordinates (Å):
C -0.52475 2.13117 -1.14436  -0.542
C 0.20101 1.01871 -0.81768  0.220
C 1.32086 0.44936 -1.58337  -0.684
N 0.04479 0.22054 0.23315  -0.656
C 0.34200 -1.11918 0.43984  0.673
O 0.96831 -1.87135 -0.15165  -0.560
C -0.57054 -1.40231 1.68632  -0.189
O -1.45357 -0.59229 2.25923  -0.679
H -1.38533 2.23618 -0.49340  0.190
H -0.51921 2.50433 -2.20202  0.223
H 0.82562 -0.42505 -2.04273  0.247
H 2.12411 -0.06982 -0.92642  0.231
H 2.00820 1.21630 -2.05359  0.240
H -0.68503 0.34419 0.96920  0.402
H 0.46157 -1.16840 2.19950  0.203
H -0.84388 -2.62038 1.61663  0.195
H -2.31415 -0.85201 2.01135  0.486

Forces on the atoms, in the same order (eV/Å):
0.2 -2.1 -0.2
1.0 2.6 -2.0
3.0 -0.4 0.1
-1.9 -0.8 3.7
-6.3 4.6 1.3
3.3 -4.0 -2.1
5.7 -6.2 0.0
-0.5 1.9 0.7
-0.2 0.7 -0.3
0.3 -0.1 1.5
1.0 0.6 -1.2
-1.6 0.9 -0.6
-1.6 -1.0 -0.7
0.5 1.6 -1.5
-1.8 -1.4 1.1
0.8 3.3 0.7
-1.8 -0.3 -0.5

Summary:
Lowest unoccupied orbital energy: 0.4 eV
Kohn-Sham gap: 8.723 eV
Relative energy (zero: lowest compared OMol25 entry of this formula, charge and spin): 4.130 eV
SMILES: C=C(C)NC(=O)CO


What did the second record say?
Computed, not measured: the molecule C4H6Cl2Si, with wB97M-V/def2-TZVPD.

Last column: natural (NBO) charge in e.
Cartesian coordinates (Å):
C -1.06296 -0.41382 -0.14674  -0.176
C -1.11710 -0.33057 1.17633  -0.256
C 0.21797 0.19569 1.68531  -0.867
C 0.87234 0.16848 -1.61985  -0.740
Si 1.42858 -0.00397 0.15927  1.442
Cl 2.12028 -1.91862 0.29669  -0.375
Cl 2.98322 1.30057 0.40685  -0.378
H -1.78833 -0.70080 -0.88007  0.190
H -1.93567 -0.54792 1.83934  0.238
H 0.56689 -0.32250 2.57983  0.243
H 0.11136 1.24753 1.96488  0.239
H 0.39976 1.05586 -2.00196  0.216
H 0.70621 -0.71619 -2.21316  0.223

Forces on the atoms, in the same order (eV/Å):
0.3 0.0 -1.0
2.5 0.7 -1.7
0.3 0.3 -0.1
-2.4 -0.8 3.1
-1.2 0.0 0.1
0.2 -0.4 0.0
0.3 0.3 0.2
-0.3 -0.1 -0.2
-0.4 -0.2 -0.1
0.2 -0.1 -0.1
0.1 0.1 0.0
0.1 0.4 -0.1
0.3 -0.2 -0.2

Summary:
Lowest unoccupied orbital energy (alpha / beta): -0.6 / -0.7 eV
Kohn-Sham gap (alpha / beta): 8.693 / 8.689 eV
Relative energy (zero: lowest compared OMol25 entry of this formula, charge and spin): 3.736 eV


Q: Which of these has the highest relative energy (zero: lowest compared OMol25 entry of this formula, charge and spin)?
A: C5H9NO2


Copy entry 1 word for word.
Computed, not measured: C16H19N4O2RhS2 as an isolated structure, with wB97M-V/def2-TZVPD.

Last column: natural (NBO) charge in e.
Cartesian coordinates (Å):
Rh 0.90394 -0.91407 0.66621  1.047
C 1.65694 -2.80835 2.47348  -0.118
C 0.26557 -2.89874 2.25202  -0.258
C -0.55487 -1.80867 2.52066  -0.122
C 0.03014 -0.57333 2.84171  -0.269
C 1.42815 -0.48391 3.02883  -0.179
C 2.23341 -1.62058 2.90331  -0.256
H 2.26902 -3.69243 2.33918  0.249
H -0.16696 -3.83874 1.93634  0.271
H -1.62821 -1.88112 2.41809  0.274
H -0.59018 0.29197 3.03238  0.279
H 1.86472 0.45575 3.34129  0.271
H 3.29256 -1.55929 3.11262  0.265
O -2.63227 2.01428 -2.13922  -0.652
C -3.34472 0.91370 -1.81745  0.447
C -4.67384 0.77061 -2.20631  -0.311
C -5.38078 -0.36850 -1.88248  -0.120
C -4.77920 -1.39992 -1.16405  -0.243
C -3.46739 -1.26593 -0.77634  -0.133
C -2.72801 -0.11178 -1.08235  -0.258
C -1.35071 -0.01675 -0.61050  0.565
O -0.85167 -1.14354 -0.09136  -0.611
N -0.62403 1.05914 -0.66597  -0.367
N 0.63964 0.85950 -0.11988  -0.321
C 1.50959 1.80438 -0.36739  -0.100
S 3.08483 1.83430 0.36378  0.316
C 3.69476 3.20112 -0.67184  -0.512
C 2.52727 4.12994 -0.93252  -0.549
S 1.06959 3.13648 -1.36714  0.465
H -3.18954 2.61376 -2.64793  0.496
H -5.14618 1.56511 -2.77335  0.229
H -6.41250 -0.45691 -2.19594  0.239
H -5.33511 -2.29319 -0.91805  0.237
H -2.98404 -2.06122 -0.22640  0.219
H 4.10514 2.79382 -1.59380  0.239
H 4.48801 3.69524 -0.11297  0.269
H 2.73209 4.79078 -1.77367  0.271
H 2.28394 4.73160 -0.05859  0.247
N 1.86765 -1.49905 -0.99707  -0.513
N 3.09220 -1.44934 -0.25223  -0.662
H 1.70941 -2.39775 -1.44895  0.424
H 1.84517 -0.75427 -1.69121  0.424
H 3.87868 -0.98938 -0.69944  0.416
H 3.36777 -2.37473 0.05450  0.397

Forces on the atoms, in the same order (eV/Å):
-0.9 -1.0 0.3
-0.1 -0.1 -0.1
0.2 -0.1 -0.1
0.1 0.3 0.2
0.0 0.0 0.1
0.1 0.0 0.2
0.1 0.3 0.1
0.0 0.0 0.0
0.0 0.0 0.0
0.0 0.0 -0.1
0.0 0.0 -0.1
0.0 0.0 0.0
0.0 0.0 0.0
0.0 -0.1 0.0
0.1 0.0 0.0
0.0 0.0 0.0
0.0 0.0 0.0
0.0 0.0 0.0
0.0 0.0 0.0
0.0 0.1 0.0
0.4 0.3 0.0
-0.1 0.0 -0.1
-0.4 -0.4 0.0
0.4 0.3 -0.4
-0.4 0.0 0.3
0.1 -0.1 0.0
0.0 0.0 0.0
0.0 0.0 0.0
-0.1 0.0 0.0
0.0 0.1 0.0
0.0 0.0 0.0
0.0 0.0 0.0
0.0 0.0 0.0
0.0 0.0 0.0
0.0 0.0 0.0
0.0 0.0 0.0
0.0 0.0 0.0
0.0 0.0 0.0
0.7 0.5 0.3
0.3 -0.3 0.2
-0.2 0.0 0.0
0.0 -0.1 -0.2
-0.2 0.1 -0.3
0.0 -0.1 -0.2

Summary:
Lowest unoccupied orbital energy: -7.6 eV
Kohn-Sham gap: 5.898 eV
Relative energy (zero: lowest compared OMol25 entry of this formula, charge and spin): 0.159 eV
Charge: +2